Entry 1:
Density functional theory data (the ωB97M-V functional and the def2-TZVPD basis) for a 7-piece molecular cluster, C24H67N6O7 overall.

Geometry as XYZ:
```
104
Properties=species:S:1:pos:R:3:mulliken_charge:R:1
O 41.40 32.83 27.90 0.72
H 41.04 31.88 27.98 -0.81
C 39.30 32.15 32.39 -1.66
C 40.52 32.02 31.56 0.60
C 40.42 31.01 30.38 0.58
O 40.02 29.72 30.84 -0.44
C 40.60 28.56 30.33 -0.88
N 41.08 33.18 30.99 -0.39
H 38.56 32.95 32.00 0.28
H 39.69 32.92 33.16 0.32
H 38.73 31.30 32.66 0.39
H 41.26 31.62 32.26 0.39
H 41.36 30.94 29.96 -0.49
H 39.66 31.11 29.52 0.02
H 39.98 27.84 30.48 0.56
H 41.66 28.32 30.58 0.24
H 40.66 28.66 29.28 0.21
H 40.52 33.36 30.20 -0.04
H 41.98 32.84 30.62 0.26
C 40.30 37.91 28.49 -1.39
C 41.10 36.58 28.43 1.13
C 42.25 36.34 29.49 -0.28
O 43.24 37.31 29.12 -0.25
C 44.38 37.47 29.83 -0.70
N 40.04 35.41 28.64 -0.72
H 39.74 37.99 29.49 0.30
H 39.72 37.96 27.65 0.53
H 41.27 38.76 28.41 0.17
H 41.35 36.31 27.39 0.04
H 42.64 35.34 29.56 0.03
H 41.72 36.65 30.60 0.26
H 44.88 36.51 29.61 0.11
H 44.16 37.51 30.96 0.29
H 45.26 38.01 29.48 0.36
H 39.47 35.47 27.78 -0.05
H 40.42 34.45 28.52 0.07
C 45.92 31.63 29.06 -1.59
C 44.37 31.68 28.53 1.15
C 43.79 30.26 28.48 -0.07
O 44.57 29.32 27.79 -0.38
C 44.21 27.97 28.16 -0.92
N 43.65 32.68 29.22 -0.27
H 46.36 32.46 28.55 0.30
H 46.58 30.80 28.92 0.33
H 45.84 31.70 30.19 0.32
H 44.62 31.92 27.62 0.22
H 42.70 30.07 28.34 0.03
H 43.82 29.82 29.68 0.17
H 44.61 27.27 27.38 0.30
H 43.20 27.90 28.03 0.38
H 44.40 27.59 29.14 0.38
H 42.84 32.66 28.68 -0.34
H 44.00 33.59 28.89 -0.33
C 37.91 34.76 25.71 -1.80
C 38.90 33.57 25.38 0.66
C 38.66 33.35 23.85 -0.27
O 37.45 32.83 23.78 -0.28
C 37.24 32.23 22.52 -0.75
N 40.20 34.07 25.64 -0.18
H 36.84 34.36 25.41 0.27
H 38.04 35.74 25.28 0.42
H 37.71 35.17 26.64 0.64
H 38.41 32.83 26.02 0.01
H 39.38 32.52 23.78 -0.03
H 39.02 34.21 23.36 0.37
H 36.25 32.02 22.45 0.35
H 37.86 31.26 22.48 0.21
H 37.55 32.76 21.57 0.28
H 40.73 33.64 24.88 0.25
H 40.75 33.89 26.55 -0.67
C 45.80 34.77 26.97 -1.27
C 44.59 35.51 26.14 1.24
C 45.12 36.12 24.84 -1.30
O 45.94 37.33 25.19 -0.32
C 46.79 37.81 24.15 -0.74
N 43.51 34.54 25.90 -0.09
H 45.51 34.24 27.88 0.09
H 46.60 35.62 27.22 0.33
H 46.25 34.07 26.35 0.47
H 44.44 36.41 26.83 -0.14
H 44.41 36.65 24.53 0.77
H 45.57 35.47 24.11 0.45
H 46.30 37.68 22.96 0.22
H 47.72 37.27 24.20 0.33
H 47.22 38.85 24.55 0.21
H 42.63 35.05 25.56 0.30
H 43.26 34.23 26.84 -0.58
C 40.85 29.82 25.20 -1.10
C 42.24 30.35 25.11 0.66
C 42.90 30.19 23.69 -0.76
O 43.16 28.82 23.43 -0.35
C 43.45 28.63 22.01 -0.72
N 42.28 31.78 25.39 0.41
H 40.56 30.16 26.25 0.13
H 40.78 28.63 25.44 0.19
H 40.31 30.03 24.40 0.47
H 42.77 29.74 25.67 -0.09
H 43.91 30.82 23.66 0.35
H 42.08 30.46 23.16 0.46
H 42.59 28.29 21.35 0.26
H 43.96 27.74 22.07 0.33
H 44.06 29.53 21.42 0.23
H 41.82 31.94 26.43 -0.46
H 43.24 32.06 25.34 0.09
```

Summary:
Energy = -49233.23924 eV
Charge = -1
LUMO = 2.6 eV

=====

Entry 2:
Density functional theory data (the ωB97M-V functional and the def2-TZVPD basis) for a 9-piece molecular cluster, C24H67NO16 overall.

Geometry as XYZ:
```
108
Properties=species:S:1:pos:R:3:mulliken_charge:R:1
C 2.76 7.83 7.27 -0.76
O 2.34 6.74 6.60 -0.30
C 2.20 6.78 5.17 -0.62
C 1.11 5.85 4.57 -0.74
N 1.37 4.44 4.83 -0.30
C 2.58 3.96 4.28 -0.95
C 2.69 3.81 2.79 -0.08
O 3.99 3.81 2.31 -0.44
C 4.57 2.51 2.11 -0.58
H 3.82 8.00 7.09 0.29
H 2.58 7.66 8.33 0.23
H 2.22 8.72 6.97 0.33
H 3.16 6.74 4.66 0.42
H 2.00 7.81 4.87 0.47
H 0.88 5.96 3.51 0.38
H 0.15 6.11 5.02 0.41
H 0.61 3.83 4.57 0.24
H 2.51 3.01 4.80 0.37
H 3.39 4.48 4.79 0.41
H 2.29 4.76 2.44 0.20
H 2.05 2.99 2.47 0.27
H 5.63 2.53 1.84 0.25
H 3.92 2.05 1.36 0.27
H 4.50 1.99 3.07 0.22
C -0.28 -1.92 -8.43 -1.14
C -1.11 -3.21 -8.30 0.16
C -0.44 -4.55 -8.91 -1.04
O -1.47 -3.46 -6.96 -0.53
H 0.68 -1.96 -7.91 0.30
H -0.83 -1.09 -7.99 0.30
H -0.22 -1.68 -9.49 0.36
H -1.89 -2.96 -9.02 0.34
H -0.06 -4.20 -9.87 0.32
H -1.26 -5.26 -8.88 0.29
H 0.35 -4.79 -8.20 0.30
H -0.65 -3.72 -6.52 0.34
C 0.06 -1.10 -1.28 -1.29
C -1.22 -1.53 -0.64 0.64
C -1.89 -2.77 -1.30 -1.33
O -0.92 -1.88 0.69 -0.43
H 0.71 -1.96 -1.12 0.36
H 0.58 -0.32 -0.72 0.33
H 0.02 -0.90 -2.35 0.35
H -2.02 -0.80 -0.73 0.13
H -2.20 -2.51 -2.31 0.41
H -2.83 -3.00 -0.79 0.33
H -1.26 -3.65 -1.33 0.28
H -0.42 -1.20 1.15 0.25
O -4.91 3.21 -8.93 -0.54
C -4.02 2.26 -8.30 -0.38
C -3.59 2.85 -6.96 -0.25
O -2.18 2.61 -6.65 -0.53
H -4.37 4.00 -9.03 0.31
H -4.36 1.27 -8.02 0.30
H -3.20 2.20 -9.01 0.24
H -4.24 2.42 -6.20 0.25
H -3.80 3.91 -6.89 0.30
H -2.13 2.42 -5.71 0.30
O 1.23 -0.81 5.13 -0.51
C 2.46 -1.25 4.62 -0.32
C 3.40 -1.38 5.87 -0.44
O 2.81 -2.16 6.84 -0.54
H 1.11 -1.36 5.91 0.32
H 2.24 -2.25 4.24 0.22
H 2.79 -0.63 3.79 0.28
H 3.64 -0.39 6.27 0.29
H 4.39 -1.68 5.52 0.38
H 3.52 -2.32 7.47 0.31
O -1.45 4.14 -2.92 -0.48
C -0.17 4.30 -2.28 -0.66
C 0.75 5.43 -2.77 -0.15
O 1.01 5.20 -4.17 -0.53
H -1.92 4.92 -2.61 0.30
H -0.35 4.25 -1.21 0.42
H 0.29 3.33 -2.46 0.26
H 1.63 5.65 -2.15 0.30
H 0.32 6.43 -2.88 0.22
H 0.30 4.71 -4.58 0.31
O -2.59 -4.72 3.56 -0.48
C -1.67 -5.62 4.10 -0.24
C -0.85 -6.19 2.95 -0.61
O 0.16 -5.37 2.38 -0.46
H -2.24 -4.27 2.78 0.29
H -1.02 -5.19 4.86 0.19
H -2.19 -6.43 4.63 0.31
H -1.59 -6.70 2.33 0.29
H -0.28 -7.02 3.35 0.36
H -0.25 -4.56 2.08 0.33
O 3.43 -8.72 -3.85 -0.52
C 2.38 -7.77 -3.74 -0.48
C 1.64 -8.12 -2.44 -0.26
O 0.70 -9.23 -2.69 -0.53
H 2.87 -9.50 -3.86 0.33
H 2.85 -6.82 -3.97 0.34
H 1.66 -7.91 -4.55 0.27
H 1.01 -7.28 -2.14 0.25
H 2.33 -8.19 -1.60 0.30
H 0.15 -9.32 -1.92 0.30
O -2.99 1.72 4.27 -0.52
C -3.68 1.95 5.45 -0.35
C -5.13 1.85 5.28 -0.33
O -5.60 0.51 5.05 -0.54
H -2.17 1.22 4.35 0.30
H -3.40 1.11 6.08 0.30
H -3.17 2.82 5.86 0.32
H -5.49 2.36 4.38 0.25
H -5.70 2.12 6.16 0.28
H -5.10 0.03 4.39 0.30
```

Summary:
Energy = -60214.84606 eV
Charge = 0
LUMO = -0.1 eV

=====

Entry 3:
Density functional theory data (the ωB97M-V functional and the def2-TZVPD basis) for C24H68AsF6O10 as an isolated structure.

Geometry as XYZ:
```
109
Properties=species:S:1:pos:R:3:mulliken_charge:R:1
As -0.24 -0.32 -0.13 2.09
F -1.03 -1.78 -0.65 -0.36
F 1.29 -0.83 -0.85 -0.13
F 0.57 1.12 0.51 -0.70
F -1.73 0.22 0.60 -0.64
F 0.28 -1.10 1.37 -0.54
F -0.64 0.48 -1.63 -0.54
C -3.58 -2.74 -4.31 -1.78
C -2.29 -2.53 -3.51 1.30
C -1.05 -2.95 -4.28 -1.29
O -2.25 -1.14 -3.24 -0.60
H -4.44 -2.32 -3.79 0.41
H -3.73 -3.82 -4.39 0.43
H -3.59 -2.34 -5.32 0.36
H -2.40 -3.10 -2.58 -0.03
H -1.31 -3.69 -5.05 0.46
H -0.31 -3.37 -3.60 0.25
H -0.68 -2.14 -4.91 0.28
H -1.43 -0.92 -2.75 0.11
C 4.24 3.72 1.00 -1.23
C 4.79 3.07 -0.28 0.34
C 3.71 2.34 -1.04 -0.69
O 5.38 4.10 -1.07 -0.62
H 3.28 4.22 0.86 0.26
H 4.94 4.44 1.42 0.40
H 4.09 2.99 1.80 0.28
H 5.62 2.42 0.00 0.28
H 4.06 1.79 -1.92 0.18
H 2.97 3.06 -1.41 0.45
H 3.17 1.66 -0.38 -0.04
H 4.65 4.63 -1.42 0.37
C -1.49 3.72 -0.95 -1.15
C -2.80 3.85 -0.21 1.48
C -2.67 4.69 1.05 -1.44
O -3.80 4.38 -1.06 -0.59
H -0.78 3.16 -0.33 -0.02
H -1.03 4.69 -1.17 0.39
H -1.56 3.11 -1.85 0.36
H -3.03 2.83 0.12 -0.48
H -2.51 5.77 0.89 0.45
H -1.82 4.42 1.69 0.25
H -3.56 4.75 1.70 0.40
H -4.32 5.05 -0.62 0.36
C 5.38 -2.16 1.38 -1.56
C 3.96 -1.75 1.00 0.92
C 3.55 -0.40 1.60 -0.84
O 3.90 -1.69 -0.42 -0.60
H 5.42 -2.60 2.37 0.39
H 6.11 -1.35 1.35 0.31
H 5.71 -2.91 0.65 0.39
H 3.30 -2.51 1.43 0.15
H 3.67 -0.53 2.68 0.48
H 2.50 -0.29 1.33 0.04
H 4.15 0.42 1.22 -0.03
H 3.09 -1.16 -0.55 0.15
C -4.29 -2.04 0.71 -1.18
C -3.37 -2.78 1.66 1.66
C -4.16 -3.69 2.61 -1.63
O -2.51 -3.62 0.92 -0.66
H -3.84 -1.33 0.01 0.16
H -5.14 -1.54 1.20 0.34
H -4.86 -2.78 0.14 0.37
H -2.83 -2.07 2.30 -0.44
H -3.49 -4.26 3.26 0.36
H -4.70 -4.50 2.11 0.43
H -4.89 -3.15 3.21 0.31
H -1.95 -3.03 0.39 0.27
C -3.77 0.40 5.12 -1.74
C -3.69 0.42 3.61 1.40
C -4.45 1.60 3.03 -1.51
O -2.29 0.53 3.28 0.37
H -4.82 0.53 5.38 0.47
H -3.09 1.10 5.61 0.29
H -3.53 -0.58 5.55 0.36
H -4.08 -0.56 3.30 -0.33
H -4.32 1.62 1.95 0.26
H -4.10 2.50 3.53 0.34
H -5.51 1.57 3.30 0.46
H -2.21 0.29 2.34 -0.10
C 2.65 -0.65 -5.75 -0.98
C 2.26 0.67 -5.09 -0.05
C 2.12 0.46 -3.59 -0.35
O 3.29 1.63 -5.31 -0.61
H 3.62 -0.96 -5.36 0.30
H 2.72 -0.51 -6.83 0.36
H 1.95 -1.43 -5.45 0.06
H 1.35 1.04 -5.56 0.40
H 1.99 1.41 -3.07 0.32
H 3.04 0.08 -3.13 0.16
H 1.42 -0.32 -3.30 0.00
H 4.10 1.29 -4.92 0.37
C 2.68 -3.39 -3.20 0.01
O 2.95 -4.75 -3.50 -0.60
H 2.17 -2.98 -4.08 -0.09
H 2.03 -3.24 -2.34 0.06
H 3.61 -2.81 -3.19 0.32
H 3.64 -5.09 -2.93 0.31
C -0.17 -1.75 4.84 -0.37
O 0.85 -1.03 4.15 -0.53
H -1.01 -1.06 4.90 -0.03
H -0.41 -2.68 4.31 0.24
H 0.19 -2.05 5.82 0.31
H 0.60 -0.97 3.22 0.35
C 0.46 2.68 3.78 -0.48
O -0.93 3.00 3.93 -0.63
H 1.00 3.59 4.05 0.35
H 0.77 1.79 4.32 0.23
H 0.62 2.54 2.71 0.09
H -1.43 2.19 3.72 0.35
```

Summary:
Energy = -123614.79969 eV
Charge = -1
LUMO = 2.6 eV

=====

Entry 4:
Density functional theory data (the ωB97M-V functional and the def2-TZVPD basis) for a 4-piece molecular cluster, C24H68B2BrN10O4P3 overall.

Geometry as XYZ:
```
112
Properties=species:S:1:pos:R:3:mulliken_charge:R:1
C -8.16 2.36 1.71 -0.89
C -9.25 2.29 0.90 -0.25
C -10.60 2.81 1.34 -0.59
B -11.73 1.72 1.57 -0.54
B -11.35 0.10 1.27 0.80
N -10.87 -0.83 2.24 -0.49
O -11.48 -0.38 -0.05 -0.63
C -13.14 2.26 2.06 -0.11
Br -13.09 2.28 4.02 -0.19
C -14.38 1.56 1.49 -0.23
C -14.79 2.28 0.20 -1.22
H -7.24 2.73 1.28 0.30
H -8.26 2.07 2.75 0.28
H -9.21 1.87 -0.10 0.37
H -10.54 3.46 2.22 0.38
H -10.98 3.42 0.52 0.35
H -10.13 -0.45 2.83 0.25
H -10.45 -1.63 1.78 0.26
H -12.36 -0.71 -0.24 0.29
H -13.21 3.31 1.77 0.30
H -14.20 0.51 1.25 0.16
H -15.21 1.63 2.19 0.39
H -15.04 3.32 0.40 0.33
H -13.94 2.27 -0.50 0.29
H -15.62 1.74 -0.26 0.39
C -4.92 -1.39 3.62 -0.82
N -4.81 -0.68 2.37 0.15
C -5.81 -1.06 1.37 -1.00
P -3.39 0.04 1.74 0.84
O -3.93 1.23 1.02 -0.88
N -2.49 0.82 2.97 0.25
C -2.44 0.39 4.35 -1.14
C -2.39 2.27 2.90 -1.00
N -2.37 -1.36 1.84 0.09
C -0.98 -1.07 1.41 -1.41
C -2.82 -2.51 1.02 -1.14
H -4.27 -2.28 3.71 0.32
H -5.95 -1.74 3.76 0.35
H -4.72 -0.74 4.47 0.21
H -5.50 -1.91 0.75 0.26
H -6.00 -0.23 0.70 0.29
H -6.76 -1.32 1.83 0.31
H -3.31 0.75 4.92 0.31
H -1.55 0.80 4.84 0.37
H -2.37 -0.69 4.44 0.34
H -3.31 2.77 3.23 0.29
H -2.18 2.61 1.88 0.29
H -1.57 2.62 3.53 0.33
H -0.94 -0.75 0.36 0.39
H -0.36 -1.96 1.52 0.55
H -0.52 -0.30 2.01 0.31
H -2.99 -2.23 -0.03 0.38
H -3.73 -2.95 1.42 0.34
H -2.06 -3.29 1.05 0.38
C 2.52 -0.64 -3.61 -0.78
N 2.13 -0.62 -2.21 0.00
C 0.80 -1.15 -1.97 -0.91
P 2.75 0.46 -0.99 0.94
O 2.71 -0.56 0.11 -0.83
N 4.43 0.66 -1.17 0.12
C 5.14 0.61 -2.44 -0.97
C 5.28 0.10 -0.12 -0.99
N 2.42 1.87 -1.96 -0.04
C 2.90 3.12 -1.32 -1.14
C 0.99 2.11 -2.27 -1.10
H 2.34 0.29 -4.15 0.27
H 1.97 -1.43 -4.13 0.39
H 3.57 -0.90 -3.73 0.16
H 0.01 -0.39 -2.07 0.24
H 0.73 -1.56 -0.97 0.17
H 0.56 -1.96 -2.66 0.45
H 5.34 -0.42 -2.75 0.07
H 6.11 1.11 -2.34 0.43
H 4.62 1.14 -3.23 0.40
H 5.37 -0.99 -0.21 0.25
H 4.89 0.33 0.86 0.36
H 6.28 0.54 -0.18 0.36
H 2.40 3.32 -0.37 0.35
H 2.72 3.97 -1.98 0.41
H 3.97 3.09 -1.14 0.34
H 0.37 2.12 -1.37 0.38
H 0.60 1.36 -2.95 0.30
H 0.88 3.07 -2.77 0.39
C 9.01 -2.69 -0.40 -0.96
N 8.98 -1.84 -1.57 0.36
C 7.94 -2.19 -2.54 -1.17
P 10.30 -0.95 -2.21 0.76
O 9.61 0.26 -2.74 -0.87
N 11.23 -0.24 -0.96 0.20
C 11.41 -0.81 0.36 -1.11
C 11.22 1.22 -0.87 -0.96
N 11.41 -2.27 -2.33 -0.02
C 12.75 -1.83 -2.82 -1.10
C 10.99 -3.35 -3.24 -1.10
H 9.72 -3.53 -0.46 0.32
H 8.02 -3.13 -0.23 0.40
H 9.23 -2.13 0.50 0.22
H 8.26 -2.94 -3.27 0.27
H 7.64 -1.30 -3.09 0.29
H 7.05 -2.57 -2.04 0.43
H 10.56 -0.58 1.02 0.30
H 12.30 -0.39 0.83 0.37
H 11.57 -1.89 0.32 0.33
H 10.29 1.60 -0.42 0.26
H 11.33 1.67 -1.85 0.32
H 12.06 1.56 -0.26 0.32
H 12.70 -1.40 -3.83 0.35
H 13.42 -2.69 -2.84 0.42
H 13.18 -1.09 -2.16 0.32
H 10.72 -2.99 -4.24 0.38
H 10.14 -3.91 -2.84 0.29
H 11.79 -4.08 -3.35 0.40
```

Summary:
Energy = -148342.56269 eV
Charge = 0
LUMO = 0.3 eV